No. 1
54
Properties=species:S:1:pos:R:3:forces:R:3 method="wB97M-V/def2-TZVPD" spin_multiplicity=2 de_lowest_kcal_mol=14.9 s2=0.753 energy_ha=-3128.3772 total_charge=+1
Au -0.272 0.508 0.225 -0.4 -0.1 0.0
F 2.659 2.883 3.340 0.0 0.0 0.0
C 1.590 2.354 2.791 0.0 0.1 0.0
F 0.491 2.877 3.330 0.0 0.0 0.0
F 1.581 2.636 1.476 0.0 0.0 0.0
S 1.559 0.527 3.037 0.1 -0.1 0.0
O 0.268 0.122 2.459 0.0 0.1 0.1
O 1.742 0.308 4.422 0.0 0.0 0.0
N 2.791 0.061 2.181 -0.1 0.0 -0.2
S 2.811 -0.630 0.790 0.1 0.1 0.2
O 1.578 -0.437 -0.026 -0.1 -0.2 -0.2
O 4.013 -0.398 0.079 0.0 0.0 0.0
C 2.739 -2.438 1.169 0.0 0.0 0.0
F 1.779 -2.663 2.065 -0.1 0.0 0.0
F 2.459 -3.105 0.058 0.0 0.0 0.0
F 3.899 -2.828 1.652 0.0 0.0 0.0
C -3.076 -7.318 1.043 0.0 0.0 0.0
C -1.880 -6.408 1.280 0.0 0.0 0.0
N -1.965 -5.652 2.525 -0.1 -0.1 0.0
C -1.840 -6.400 3.783 0.0 0.0 0.0
C -3.159 -6.525 4.529 0.0 0.0 0.0
C -2.053 -4.312 2.622 0.0 0.1 0.0
O -1.983 -3.705 3.680 0.0 0.0 0.0
C -2.261 -3.486 1.375 0.0 0.0 0.0
C -3.314 -3.650 0.492 0.0 0.0 0.0
C -3.487 -2.733 -0.537 0.0 0.0 0.0
C -2.594 -1.688 -0.648 0.1 0.0 -0.1
N -1.578 -1.520 0.207 0.0 0.0 0.0
C -1.425 -2.391 1.203 0.0 0.1 0.1
H -2.970 -7.835 0.089 0.0 0.0 0.0
H -4.011 -6.755 1.028 0.0 0.0 0.0
H -3.157 -8.075 1.823 0.0 0.0 0.0
H -1.755 -5.713 0.452 0.0 0.0 0.0
H -0.966 -7.007 1.318 0.0 0.0 0.0
H -1.104 -5.893 4.406 0.0 0.0 0.0
H -1.443 -7.383 3.526 0.0 0.0 0.0
H -3.538 -5.539 4.794 0.0 0.0 0.0
H -3.012 -7.090 5.449 0.0 0.0 0.0
H -3.909 -7.042 3.929 0.0 0.0 0.0
H -4.005 -4.475 0.611 0.0 0.0 0.0
H -4.301 -2.828 -1.241 0.0 0.0 0.0
H -2.674 -0.966 -1.452 0.0 0.0 0.0
H -0.626 -2.204 1.907 0.0 0.0 0.0
C -0.559 1.458 -4.420 0.0 0.0 0.0
C -0.718 1.706 -2.941 0.0 0.0 0.0
O -0.186 0.598 -2.171 0.1 0.1 0.0
H -1.037 2.261 -4.982 0.0 0.0 0.0
H -1.019 0.514 -4.707 0.0 0.0 0.0
H 0.494 1.438 -4.706 0.0 0.0 0.0
H -1.769 1.763 -2.660 0.0 0.0 0.0
H -0.223 2.629 -2.631 0.0 0.0 0.0
H 0.734 0.450 -2.431 0.0 -0.1 0.0
S -2.781 2.807 0.747 -0.3 0.1 0.1
C -1.782 1.740 0.461 0.5 -0.1 0.0

---

No. 2
12
Properties=species:S:1:pos:R:3:forces:R:3 method="wB97M-V/def2-TZVPD" de_lowest_kcal_mol=101.1 energy_ha=-356.6962 smiles=N#[N+][O-].CC#CN
C 1.249 0.564 -1.510 0.0 0.0 0.0
C 0.335 -0.240 -0.688 -0.1 -0.2 0.0
C -0.424 -0.953 -0.081 0.2 0.0 -0.3
N -1.261 -1.857 0.509 0.0 0.2 -0.1
N -0.956 0.546 2.399 1.0 1.0 -0.6
N -0.250 1.268 1.899 -0.7 -0.6 0.7
O 0.491 2.040 1.397 -0.2 -0.3 0.1
H 0.868 0.595 -2.540 0.1 0.0 0.2
H 2.261 0.137 -1.541 -0.3 0.1 0.1
H 1.317 1.593 -1.138 0.0 -0.2 -0.1
H -2.011 -2.126 -0.118 0.0 0.0 0.2
H -1.621 -1.568 1.412 0.1 0.0 -0.2

---

No. 3
13
Properties=species:S:1:pos:R:3:forces:R:3 method="wB97M-V/def2-TZVPD" de_lowest_kcal_mol=144.0 energy_ha=-1402.8863
C 1.260 0.180 -1.232 1.0 1.2 -1.2
C -0.061 -0.323 -1.299 -2.5 -2.7 -0.5
C -1.097 0.647 1.538 -0.3 -2.7 -0.1
O 2.103 -0.385 1.191 -0.2 0.2 1.8
Si -1.290 -0.361 -0.085 1.5 1.3 0.9
Cl 2.396 -0.983 -0.180 0.0 0.7 -1.7
Cl -2.979 -1.393 -0.441 -0.3 -0.1 0.1
H 1.624 0.205 -2.271 0.7 -0.1 0.6
H 1.381 1.205 -0.796 0.3 -1.3 0.2
H -0.238 -1.140 -2.095 0.2 1.5 1.1
H -1.372 1.651 1.454 -0.3 1.6 -0.3
H -1.658 0.198 2.364 -0.3 0.0 -0.3
H -0.070 0.500 1.851 0.5 0.3 -0.3

---

No. 4
15
Properties=species:S:1:pos:R:3:forces:R:3 method="wB97M-V/def2-TZVPD" de_lowest_kcal_mol=32.0 energy_ha=-304.1993 total_charge=+1
C 0.103 2.901 -0.923 1.3 -4.0 -1.8
C -0.101 1.825 -0.182 0.2 -1.3 0.4
C 0.403 0.438 -0.479 0.4 0.5 0.6
N 1.494 0.350 -1.268 -1.4 -0.5 0.5
N -1.056 -2.786 1.561 1.7 -1.6 -2.6
O -0.103 -0.600 0.011 0.0 1.0 -0.5
H -0.337 3.758 -0.712 -1.7 3.9 1.2
H 0.539 2.829 -1.919 0.3 0.0 0.3
H -0.688 1.818 0.717 -0.2 0.4 0.3
H 1.564 -0.596 -1.565 1.2 -0.5 -0.5
H 2.203 1.048 -1.358 0.0 0.2 -0.3
H -0.874 -2.559 2.507 0.3 -0.8 1.7
H -0.673 -3.752 1.140 -1.6 2.3 1.8
H -2.038 -2.567 1.389 0.1 -0.3 -0.5
H -0.435 -2.106 1.084 -0.5 0.7 -0.8

---

Copy entry 4 word for word.
15
Properties=species:S:1:pos:R:3:forces:R:3 method="wB97M-V/def2-TZVPD" de_lowest_kcal_mol=32.0 energy_ha=-304.1993 total_charge=+1
C 0.103 2.901 -0.923 1.3 -4.0 -1.8
C -0.101 1.825 -0.182 0.2 -1.3 0.4
C 0.403 0.438 -0.479 0.4 0.5 0.6
N 1.494 0.350 -1.268 -1.4 -0.5 0.5
N -1.056 -2.786 1.561 1.7 -1.6 -2.6
O -0.103 -0.600 0.011 0.0 1.0 -0.5
H -0.337 3.758 -0.712 -1.7 3.9 1.2
H 0.539 2.829 -1.919 0.3 0.0 0.3
H -0.688 1.818 0.717 -0.2 0.4 0.3
H 1.564 -0.596 -1.565 1.2 -0.5 -0.5
H 2.203 1.048 -1.358 0.0 0.2 -0.3
H -0.874 -2.559 2.507 0.3 -0.8 1.7
H -0.673 -3.752 1.140 -1.6 2.3 1.8
H -2.038 -2.567 1.389 0.1 -0.3 -0.5
H -0.435 -2.106 1.084 -0.5 0.7 -0.8